No. 1
{"formula": "C2H6NO2S", "method": "the ωB97M-V functional and the def2-TZVPD basis", "lumo_ha": 0.135, "gap_ha": 0.290, "total_charge": -1, "species": ["C", "S", "N", "H", "H", "H", "O", "H", "H", "O", "C", "H"], "xyz": [[-0.5878, 0.0624, -1.4333], [0.8789, -0.5773, 1.8352], [-1.3378, -1.0905, -1.7294], [1.0949, 1.6521, 0.8892], [0.6812, 1.6814, 2.6024], [-0.8977, -1.7785, -2.3191], [-1.2244, 1.1176, -1.2269], [-0.5326, 1.3138, 1.3164], [0.8465, -0.8185, 0.4864], [0.6634, -0.0939, -1.3582], [0.4890, 1.1684, 1.6545], [-2.2986, -0.9443, -1.9790]], "forces_ev_per_a": [[0.574, 0.896, 0.167], [0.131, -0.252, -0.320], [-0.420, -0.879, -0.218], [0.188, -0.280, 0.000], [-0.176, -0.171, -0.036], [0.288, 0.091, 0.166], [-0.257, -0.157, 0.006], [-0.142, -0.052, 0.189], [0.031, 0.088, 0.272], [-0.113, -0.327, -0.094], [0.009, 0.699, -0.138], [-0.111, 0.345, 0.005]]}

No. 2
{"formula": "CH4NP", "method": "the ωB97M-V functional and the def2-TZVPD basis", "lumo_ha": 0.036, "gap_ha": 0.389, "total_charge": 0, "smiles": "[H]/N=C/P", "species": ["C", "H", "H", "H", "P", "N", "H"], "xyz": [[0.4938, 0.1224, -0.0173], [-1.5662, -0.0496, -0.5423], [1.4368, -0.2343, 0.2912], [-0.6148, -1.7060, -0.2504], [-0.4923, -0.7918, -1.2522], [0.0926, 1.2162, 0.4758], [0.6501, 1.4432, 1.2951]], "forces_ev_per_a": [[0.121, 1.254, -0.385], [0.273, -0.733, -1.378], [1.186, -1.072, 0.402], [-0.157, -1.472, 0.584], [-1.107, 1.737, 0.507], [-0.759, -0.216, 0.501], [0.443, 0.502, -0.231]]}

No. 3
{"formula": "C17H24BrN3O5", "method": "the ωB97M-V functional and the def2-TZVPD basis", "lumo_ha": 0.007, "gap_ha": 0.345, "total_charge": 0, "species": ["H", "H", "C", "N", "H", "C", "C", "H", "C", "O", "H", "H", "H", "C", "H", "O", "O", "H", "H", "H", "H", "H", "H", "Br", "C", "H", "H", "C", "C", "H", "C", "C", "H", "C", "N", "C", "N", "H", "O", "C", "C", "H", "H", "C", "O", "H", "H", "C", "H", "C"], "xyz": [[-0.0076, 1.9560, 1.5398], [2.7170, 3.9135, 5.2811], [-2.3818, -1.2730, -2.5213], [-0.5669, -2.3946, -1.5672], [2.6579, 3.8444, 2.8223], [-3.8615, -1.1947, -2.8228], [2.2568, -1.1915, -2.0100], [2.0266, -0.4116, 1.2824], [-1.7812, -2.6842, -2.4019], [-4.0159, -2.3579, -4.8913], [1.3226, 2.9437, 0.8751], [3.4922, 2.4397, 3.5072], [0.2942, -2.6370, -2.0369], [-0.3741, 3.1386, 4.9397], [5.3569, -1.9454, -0.9184], [-3.0592, 1.2764, -1.7335], [0.7635, 3.9589, 4.7321], [4.3482, -1.1661, 1.2139], [0.0777, 0.5497, -0.3936], [3.9926, -1.9420, -2.9816], [-4.3819, -2.0441, -2.3846], [-4.5178, -0.4220, -4.8334], [-1.5162, -3.0833, -3.3749], [-1.3475, -0.3501, -3.9955], [3.7632, -1.1699, 0.3055], [-0.3105, 2.2073, 4.3741], [1.6800, -1.1742, -2.9262], [-2.6500, -3.6976, -1.6487], [-0.6705, -1.1049, -1.1601], [-4.2681, -0.2712, -2.4282], [0.7861, 2.6597, 1.7904], [1.9927, 3.2619, 4.7824], [-0.4939, 2.9077, 6.0037], [-4.1521, -1.3135, -4.3032], [-1.9646, -0.6843, -1.2526], [-2.3312, 0.7511, -0.8956], [0.3270, -0.3623, -0.7726], [-3.4253, -3.2109, -1.0634], [1.6667, 2.0295, 2.7104], [3.5751, -1.6104, -2.0416], [2.5175, 2.9277, 3.4030], [0.3330, 3.5514, 2.2235], [-1.2441, 3.6972, 4.6004], [4.3308, -1.6106, -0.8799], [-1.8872, 1.1227, 0.1917], [-3.0869, -4.4286, -2.3222], [-2.0150, -4.2190, -0.9357], [1.6949, -0.7781, -0.8088], [1.8946, 2.3481, 5.3780], [2.4436, -0.7521, 0.3490]], "forces_ev_per_a": [[0.018, 0.010, 0.025], [0.017, -0.026, 0.013], [-0.331, -0.225, 0.348], [0.139, 0.420, -1.393], [-0.013, 0.033, -0.001], [-0.377, 0.075, -0.256], [-0.028, 0.031, -0.070], [-0.211, 0.105, 0.112], [-0.088, -0.211, 0.786], [-0.033, 0.077, 0.061], [-0.015, 0.020, 0.044], [0.005, 0.035, 0.003], [0.186, -0.083, 0.354], [0.026, 0.033, 0.025], [0.063, 0.001, 0.107], [0.379, -0.136, 0.280], [-0.051, -0.025, -0.076], [0.029, 0.035, 0.040], [-0.194, -0.017, 0.133], [0.106, 0.008, -0.001], [0.077, -0.022, 0.238], [-0.002, 0.124, 0.051], [0.254, 0.106, -0.013], [-0.012, 0.042, -0.066], [0.228, -0.081, 0.031], [-0.002, -0.008, -0.014], [-0.107, 0.103, -0.004], [0.147, 0.062, 0.113], [-0.748, -0.573, 0.405], [0.083, 0.074, 0.014], [0.035, -0.030, -0.054], [0.001, 0.124, 0.075], [0.005, -0.036, -0.002], [0.116, -0.396, -0.229], [0.601, 0.051, -0.839], [-1.014, 0.812, -0.118], [0.325, 0.310, 0.365], [-0.078, -0.036, 0.027], [-0.025, -0.084, -0.011], [-0.090, -0.085, -0.022], [0.022, -0.163, -0.083], [-0.037, 0.036, -0.014], [-0.002, 0.024, 0.020], [-0.012, 0.031, -0.103], [0.724, -0.367, -0.178], [-0.197, 0.076, -0.061], [0.022, -0.138, -0.074], [-0.153, -0.062, -0.129], [-0.008, -0.023, -0.013], [0.221, -0.029, 0.153]]}